{
  "formula": "C6H18CuIO6",
  "method": "wB97M-V/def2-TZVPD",
  "elements": ["H", "H", "O", "C", "H", "C", "H", "O", "H", "H", "C", "C", "O", "H", "C", "I", "H", "H", "O", "H", "H", "H", "H", "Cu", "H", "H", "H", "C", "O", "H", "O", "H"],
  "positions_angstrom": [[0.327860, 2.161152, -2.119323], [-0.433020, 0.567412, -3.853953], [-0.497920, -1.033468, 2.058267], [-0.896000, 0.508632, -2.868923], [-0.862280, 2.444312, 1.854157], [2.107390, 1.105392, 0.916797], [1.019990, 3.081832, 0.587927], [0.060980, -2.508818, -0.183533], [-2.101360, 2.707592, -1.228793], [0.274150, -0.992848, -2.736623], [-0.544340, -2.490068, 2.054597], [-0.719980, 1.869912, -2.192133], [1.553030, 0.316582, -0.182733], [-1.529650, -2.935158, 1.916147], [0.434940, -3.116578, 1.040257], [-3.519530, -0.995618, -0.092833], [-0.350600, -2.818928, 3.075587], [-0.134760, -3.244378, -0.768543], [-1.568230, 1.933732, -1.032543], [-1.063420, 2.647352, -2.874583], [1.250210, 2.900032, 2.107627], [1.452940, -2.737408, 1.129767], [2.448410, 0.391642, 1.666697], [-0.695980, -0.077078, 0.090737], [-0.521910, -0.717078, 2.964308], [0.577060, -4.193838, 0.954207], [2.330640, -0.142558, -0.508483], [1.054430, 2.231642, 1.269157], [-0.204280, -0.424318, -2.128763], [-1.940740, 0.199032, -2.896703], [-0.320710, 1.773062, 1.432598], [3.012690, 1.588822, 0.549618]],
  "forces_ev_per_a": [[0.172, -0.494, 1.092], [-0.438, 0.074, -0.239], [-0.128, -1.020, -1.556], [-0.105, 1.983, -0.708], [-0.020, 0.135, -0.041], [-1.123, 1.066, -0.162], [0.260, -0.748, -1.397], [-0.700, -0.269, -1.235], [-0.488, -0.007, 0.705], [0.185, -0.475, 0.466], [0.751, -1.622, 1.367], [-1.005, 0.218, -2.004], [-0.599, 0.920, 1.054], [-0.419, 0.709, -0.633], [0.852, 2.049, 0.579], [0.873, 0.339, 0.053], [0.535, 0.043, 0.034], [-0.302, 0.286, -0.614], [1.004, -0.197, -0.207], [-0.294, -0.149, -0.309], [0.832, -1.071, 0.926], [0.129, -0.016, 1.033], [-0.604, 0.384, 0.606], [0.712, -0.500, -0.039], [-0.059, 0.285, 0.041], [-0.877, -0.050, 0.442], [-0.331, -0.683, -0.575], [-0.102, 0.937, 0.475], [0.520, -1.259, 1.588], [-0.161, 0.381, -0.403], [1.047, -1.573, -0.357], [-0.119, 0.325, 0.019]],
  "mulliken_charge": [0.17, 0.48, -0.25, -0.53, 0.30, -0.42, 0.33, -0.36, 0.32, 0.28, -0.42, -0.45, -0.33, 0.25, -0.52, 0.25, 0.42, 0.28, -0.37, 0.58, 0.47, 0.17, 0.34, 0.78, 0.26, 0.49, 0.24, -0.61, -0.28, 0.18, -0.44, 0.40],
  "homo_ev": [-17.2457, -17.1768],
  "e_tot_ha": -2628.294841,
  "multiplicity": 3,
  "homo_lumo_gap_ev": [11.05, 6.68],
  "e_above_lowest_kj_mol": 0.00,
  "e_lumo_ev": [-6.200, -10.498],
  "total_charge": 2
}